Record 1
{"formula": "C4H7NO", "method": "ωB97M-V with the def2-TZVPD basis set", "symbols": ["O", "N", "C", "C", "C", "C", "H", "H", "H", "H", "H", "H", "H"], "xyz": [[-1.895849, -0.389581, 0.446445], [0.496560, 1.060206, 1.166666], [-0.702736, -0.691789, -0.204200], [0.548984, -0.555842, 0.690192], [-0.128063, 0.411474, -1.131871], [0.968349, 0.689862, -0.083645], [1.346843, -1.275437, 0.866160], [-1.717522, 0.448352, 0.905996], [2.014553, 0.852185, -0.353218], [0.279818, -0.007636, -2.055957], [-0.796761, 1.242523, -1.367789], [0.405246, -0.112556, 1.791574], [-0.819421, -1.671760, -0.670354]], "forces_ev_per_angstrom": [[-0.101, 0.141, 0.147], [0.090, 0.062, -0.009], [0.161, -0.195, -0.183], [0.066, -0.433, -0.099], [-0.105, 0.096, -0.158], [0.210, 0.191, -0.122], [-0.111, 0.060, 0.070], [-0.104, -0.077, -0.014], [-0.110, 0.007, 0.006], [-0.058, 0.027, 0.091], [0.081, -0.080, 0.072], [-0.091, 0.091, 0.155], [0.071, 0.109, 0.044]], "e_tot_ev": -7794.3885, "relative_energy_kcal_mol": 121.2, "molar_mass_g_mol": 85.11, "e_homo_ev": -8.9, "e_lumo_ev": 0.990}

Record 2
{"formula": "C4H7NO", "method": "ωB97M-V with the def2-TZVPD basis set", "symbols": ["O", "N", "C", "C", "C", "C", "H", "H", "H", "H", "H", "H", "H"], "xyz": [[1.015236, -2.013337, -0.343642], [1.826707, 0.114787, -0.734302], [0.867390, -0.788668, -0.325666], [-0.399968, -0.195738, 0.221564], [-1.175230, -1.085999, 0.884947], [-0.724497, 1.266271, 0.238078], [-1.691277, 1.546145, 0.618450], [-2.138435, -0.902637, 1.376304], [0.067914, 1.786304, 0.796408], [-0.851859, -2.107890, 0.914614], [-0.676498, 1.638191, -0.786891], [2.506401, -0.307952, -1.533944], [1.374115, 1.050523, -1.325919]], "forces_ev_per_angstrom": [[0.459, 1.778, -0.174], [0.756, 2.507, -5.596], [-0.570, -1.517, -0.166], [-1.634, -1.109, 1.919], [0.161, 0.516, -0.588], [1.384, 0.215, -0.852], [-0.322, -0.316, 0.340], [0.510, 0.475, -0.287], [-0.312, 0.078, -0.076], [0.126, -0.337, -0.027], [-0.038, 0.294, -0.087], [-1.961, 0.858, 2.894], [1.442, -3.441, 2.700]], "e_tot_ev": -7798.0018, "relative_energy_kcal_mol": 37.9, "molar_mass_g_mol": 85.11, "e_homo_ev": -9.7, "e_lumo_ev": 0.587}

Record 3
{"formula": "C4H7NO", "method": "ωB97M-V with the def2-TZVPD basis set", "symbols": ["O", "N", "C", "C", "C", "C", "H", "H", "H", "H", "H", "H", "H"], "xyz": [[-0.162997, -1.477183, 1.814985], [-0.094933, 0.778497, 1.221116], [0.007391, -0.265199, 2.061081], [-0.574063, 0.338480, 0.004356], [0.459337, 0.749674, -1.306393], [-0.214142, -0.920933, -0.505566], [0.142006, 0.517579, -2.323888], [0.715399, -1.384834, -0.213753], [0.244863, 0.033787, 3.095018], [1.504477, 0.507928, -1.116484], [0.336888, 1.823750, -1.141467], [-1.541643, 0.726788, -0.336346], [-0.822584, -1.428333, -1.252659]], "forces_ev_per_angstrom": [[-0.052, 0.187, 0.060], [0.009, -0.235, 0.079], [0.035, 0.005, 0.149], [-0.190, -0.210, -0.150], [0.264, 0.139, -0.298], [0.013, 0.103, 0.010], [0.030, 0.015, 0.140], [-0.094, 0.106, -0.023], [-0.016, -0.032, -0.136], [-0.157, 0.013, -0.040], [-0.069, -0.195, 0.027], [0.146, -0.041, 0.088], [0.083, 0.145, 0.093]], "e_tot_ev": -7795.5293, "relative_energy_kcal_mol": 94.9, "molar_mass_g_mol": 85.11, "e_homo_ev": -8.6, "e_lumo_ev": -0.003}

Record 4
{"formula": "C4H7NO", "method": "ωB97M-V with the def2-TZVPD basis set", "symbols": ["O", "N", "C", "C", "C", "C", "H", "H", "H", "H", "H", "H", "H"], "xyz": [[1.311661, 0.062865, 1.014057], [0.401057, -1.151597, -0.728217], [0.116736, 0.542349, 1.301482], [-0.547787, -0.067632, -1.041919], [1.506337, -0.723318, -0.001865], [-0.903634, 0.719851, 0.218737], [2.469302, -1.200601, -0.029554], [-1.876672, 0.423962, 0.615856], [0.186182, 1.323584, 2.036208], [-0.112643, 0.574458, -1.810360], [-1.439808, -0.539768, -1.464009], [-0.966216, 1.791746, -0.005708], [-0.144517, -1.755896, -0.104707]], "forces_ev_per_angstrom": [[0.445, 0.267, 0.543], [-0.173, -0.240, 0.162], [-0.426, 0.532, 0.115], [-0.055, 0.014, -0.069], [0.257, -0.326, -0.860], [-0.144, 0.155, 0.051], [0.001, -0.079, -0.068], [-0.076, 0.044, -0.126], [0.040, 0.010, 0.379], [0.032, -0.088, 0.106], [0.155, 0.134, -0.058], [-0.139, 0.007, -0.082], [0.082, -0.430, -0.094]], "e_tot_ev": -7795.5354, "relative_energy_kcal_mol": 94.8, "molar_mass_g_mol": 85.11, "e_homo_ev": [-7.1, -7.2], "e_lumo_ev": [1.052, 0.914]}

Record 5
{"formula": "C4H7NO", "method": "ωB97M-V with the def2-TZVPD basis set", "symbols": ["O", "N", "C", "C", "C", "C", "H", "H", "H", "H", "H", "H", "H"], "xyz": [[-0.195820, 0.294214, 1.505753], [-1.145770, 2.204304, -1.105751], [-0.701627, 1.263272, -0.598733], [1.442160, 0.066972, -0.223152], [-0.094781, 0.092586, 0.105355], [-1.048356, -1.115805, -0.129287], [0.167266, 1.168589, 1.693120], [1.992736, 0.454157, 0.650205], [-1.866644, -0.971205, 0.587483], [-0.584185, -2.078461, 0.097586], [1.835649, -0.936377, -0.401823], [-1.506692, -1.165128, -1.122199], [1.706066, 0.722886, -1.058560]], "forces_ev_per_angstrom": [[-0.250, 0.427, 0.357], [0.431, -0.974, 0.464], [-0.294, 0.882, -0.317], [-0.137, -0.141, -0.126], [0.068, -0.018, 0.010], [0.172, -0.016, -0.020], [0.020, -0.102, 0.210], [-0.381, -0.129, -0.264], [0.205, -0.026, -0.214], [0.170, 0.214, -0.022], [-0.251, 0.047, -0.089], [0.420, 0.143, 0.050], [-0.173, -0.305, -0.039]], "e_tot_ev": -7798.2711, "relative_energy_kcal_mol": 31.7, "molar_mass_g_mol": 85.11, "e_homo_ev": -11.2, "e_lumo_ev": 0.749}

Record 6
{"formula": "C4H7NO", "method": "ωB97M-V with the def2-TZVPD basis set", "symbols": ["O", "N", "C", "C", "C", "C", "H", "H", "H", "H", "H", "H", "H"], "xyz": [[1.650225, 1.203013, -0.020460], [1.148611, -1.427707, -0.443879], [2.109192, -0.757043, -0.330066], [-0.409450, 0.112366, -0.355829], [-1.675411, -0.474678, 0.174934], [0.449237, 0.994586, 0.397129], [-0.267313, 0.144758, -1.431918], [-2.553652, -0.170328, -0.401999], [-1.577490, -1.561290, 0.084704], [0.214839, 1.041117, 1.477941], [-0.423806, 1.670011, -0.106550], [-1.823768, -0.233055, 1.231732], [3.158790, -0.541752, -0.275737]], "forces_ev_per_angstrom": [[-0.016, 0.078, 0.013], [0.828, 0.606, 0.127], [-0.684, -0.682, -0.124], [-0.012, 0.086, 0.000], [0.013, 0.003, 0.054], [-0.217, -0.251, 0.074], [0.018, -0.031, 0.124], [0.146, -0.037, 0.068], [-0.021, 0.137, 0.004], [0.067, -0.027, -0.162], [-0.022, 0.102, -0.019], [0.048, -0.017, -0.158], [-0.149, 0.033, -0.001]], "e_tot_ev": -7795.1118, "relative_energy_kcal_mol": 104.5, "molar_mass_g_mol": 85.11, "e_homo_ev": -9.3, "e_lumo_ev": 0.810}

Record 7
{"formula": "C4H7NO", "method": "ωB97M-V with the def2-TZVPD basis set", "symbols": ["O", "N", "C", "C", "C", "C", "H", "H", "H", "H", "H", "H", "H"], "xyz": [[2.539641, -1.616525, -0.377962], [0.990249, -0.175429, 0.450196], [-0.095611, 0.614685, -0.036695], [-1.177407, -0.284958, -0.644424], [1.854638, -0.627324, -0.492817], [-1.188787, 0.770172, 0.905801], [1.888009, 0.051207, -1.366719], [-2.097846, -0.136520, -1.191693], [-1.192873, 0.340651, 1.912845], [0.262248, 1.488917, -0.579101], [-1.647688, 1.773707, 0.906847], [0.826754, -0.822766, 1.215839], [-0.961330, -1.375820, -0.702117]], "forces_ev_per_angstrom": [[0.065, 0.105, -0.153], [0.497, -0.111, -0.032], [-0.038, -0.296, -0.779], [-0.615, 0.680, 2.297], [0.554, -0.225, 0.098], [-0.639, -0.954, -0.812], [0.074, -0.211, -0.058], [0.430, 1.199, -0.401], [0.318, -0.244, -0.636], [-0.101, -0.050, 0.045], [-0.421, -0.961, -0.553], [-0.119, 0.201, -0.162], [-0.005, 0.867, 1.144]], "e_tot_ev": -7796.6311, "relative_energy_kcal_mol": 69.5, "molar_mass_g_mol": 85.11, "e_homo_ev": -9.4, "e_lumo_ev": 0.951}

Record 8
{"formula": "C4H7NO2", "method": "ωB97M-V with the def2-TZVPD basis set", "symbols": ["O", "O", "N", "C", "C", "C", "C", "H", "H", "H", "H", "H", "H", "H"], "xyz": [[-1.116907, -0.365872, 3.363837], [0.098884, -0.021163, -3.514503], [-0.565821, -0.106543, 1.164778], [-0.182403, 0.266657, -2.293214], [0.372964, 0.370832, 0.160049], [-0.291230, -0.210024, 2.477959], [0.425561, -0.454858, -1.127701], [-1.541016, -0.216881, 0.926922], [0.002497, -1.449092, -0.893944], [1.493656, -0.586113, -1.363518], [0.088211, 1.391429, -0.134772], [0.802432, -0.202700, 2.641638], [1.331623, 0.523705, 0.658920], [-0.918451, 1.060622, -2.066452]], "forces_ev_per_angstrom": [[0.159, -0.048, 0.135], [-0.012, -0.276, 0.105], [-0.099, -0.110, 0.604], [-0.164, 0.410, -0.298], [-0.442, 0.744, -0.279], [-0.050, -0.226, -0.633], [0.626, 0.326, 0.288], [0.031, 0.161, -0.210], [0.107, -0.163, -0.123], [-0.064, -0.437, -0.108], [-0.132, -0.089, 0.030], [-0.046, 0.200, 0.305], [0.126, -0.446, 0.002], [-0.041, -0.046, 0.183]], "e_tot_ev": -9845.5864, "s2": 0.7537, "relative_energy_kcal_mol": 14.0, "spin_multiplicity": 2, "charge": -1, "molar_mass_g_mol": 101.10, "e_homo_ev": [0.1, -3.4], "e_lumo_ev": [3.729, 3.692]}

Record 9
{"formula": "C4H7NO2", "method": "ωB97M-V with the def2-TZVPD basis set", "symbols": ["O", "O", "N", "C", "C", "C", "C", "H", "H", "H", "H", "H", "H", "H"], "xyz": [[-0.003007, -2.281912, -2.498193], [0.740659, 2.314552, 2.519419], [0.532596, 0.930371, 0.744119], [0.129056, 1.447849, 1.938891], [-0.724795, -0.306506, -1.208349], [0.133990, -0.293580, 0.068278], [-0.857455, -1.727669, -1.717693], [-0.206543, 0.445487, -1.835233], [1.044156, -0.852643, -0.172908], [1.319710, 1.486850, 0.403666], [-0.277064, -0.975759, 0.826856], [-1.776551, -0.044212, -1.012593], [-1.811008, -2.226529, -1.466179], [-0.820108, 0.938339, 2.184244]], "forces_ev_per_angstrom": [[0.324, -0.092, -0.051], [-0.272, 0.593, 0.740], [0.752, 1.728, 0.195], [-0.184, -1.661, -2.105], [-0.220, -0.199, 0.682], [0.128, -1.477, 0.821], [0.174, 0.286, -0.286], [-0.510, -0.355, -0.569], [0.141, 0.301, -0.262], [-0.207, -0.638, -0.186], [-0.417, 0.362, -0.078], [0.321, 0.689, 0.241], [-0.015, 0.139, -0.100], [-0.015, 0.325, 0.956]], "e_tot_ev": -9845.3696, "s2": 0.7537, "relative_energy_kcal_mol": 19.0, "spin_multiplicity": 2, "charge": -1, "molar_mass_g_mol": 101.10, "e_homo_ev": [0.0, -3.4], "e_lumo_ev": [3.759, 3.708]}

Repeat the seventh record exactly.
{"formula": "C4H7NO", "method": "ωB97M-V with the def2-TZVPD basis set", "symbols": ["O", "N", "C", "C", "C", "C", "H", "H", "H", "H", "H", "H", "H"], "xyz": [[2.539641, -1.616525, -0.377962], [0.990249, -0.175429, 0.450196], [-0.095611, 0.614685, -0.036695], [-1.177407, -0.284958, -0.644424], [1.854638, -0.627324, -0.492817], [-1.188787, 0.770172, 0.905801], [1.888009, 0.051207, -1.366719], [-2.097846, -0.136520, -1.191693], [-1.192873, 0.340651, 1.912845], [0.262248, 1.488917, -0.579101], [-1.647688, 1.773707, 0.906847], [0.826754, -0.822766, 1.215839], [-0.961330, -1.375820, -0.702117]], "forces_ev_per_angstrom": [[0.065, 0.105, -0.153], [0.497, -0.111, -0.032], [-0.038, -0.296, -0.779], [-0.615, 0.680, 2.297], [0.554, -0.225, 0.098], [-0.639, -0.954, -0.812], [0.074, -0.211, -0.058], [0.430, 1.199, -0.401], [0.318, -0.244, -0.636], [-0.101, -0.050, 0.045], [-0.421, -0.961, -0.553], [-0.119, 0.201, -0.162], [-0.005, 0.867, 1.144]], "e_tot_ev": -7796.6311, "relative_energy_kcal_mol": 69.5, "molar_mass_g_mol": 85.11, "e_homo_ev": -9.4, "e_lumo_ev": 0.951}